Entry 1:
This record from the OMol25 dataset describes C36H27IN3PTl as an isolated structure. The level of theory is ωB97M-V/def2-TZVPD.

Structure (ORCA input):
```
! wB97M-V def2-TZVPD RIJCOSX def2/J DEFGRID3
* xyz -1 1
Tl 0.456 0.441 -0.559
I -2.721 1.264 0.349
P -0.099 0.170 2.813
N 1.631 -1.090 -2.710
N 1.130 -3.787 -5.076
N 2.979 -2.440 -4.724
C 3.183 2.637 2.301
C 2.440 -2.304 4.917
C 1.076 -1.147 3.290
C -2.018 -0.231 4.752
C 1.212 4.003 2.221
C -3.201 3.770 -1.177
C -1.335 0.796 -2.612
C -2.724 4.240 -3.480
C 1.343 -2.967 0.064
C -0.989 0.448 -3.905
C 1.475 -2.059 2.248
C 0.981 -1.924 0.894
C 2.350 -3.123 2.637
C 2.831 -3.202 3.968
C 2.594 3.882 2.133
C 2.709 -4.112 1.689
C -2.001 2.073 -2.515
C -1.174 1.689 6.555
C 2.399 1.518 2.560
C -2.699 -0.063 5.949
C 0.431 2.885 2.468
C 3.529 -1.418 -4.066
C -2.614 2.544 -1.313
C 2.867 -0.737 -3.065
C -1.164 1.279 -5.038
C 2.186 -4.045 0.433
C -0.487 1.506 5.360
C -1.686 2.530 -4.904
C 1.013 1.627 2.649
C -2.278 0.904 6.856
C 1.067 -2.083 -3.358
C 1.540 -1.275 4.574
C -3.233 4.646 -2.283
C -0.895 0.541 4.441
C 1.742 -2.770 -4.376
C -2.131 2.961 -3.631
H 0.742 4.969 2.077
H -3.654 4.061 -0.239
H 4.539 -1.147 -4.352
H 0.350 -4.250 -4.645
H 2.805 -2.385 5.935
H -0.508 -0.509 -4.092
H 0.377 2.124 5.141
H 1.207 -0.586 5.341
H 2.427 -4.813 -0.297
H 2.869 0.549 2.680
H -0.650 2.981 2.502
H 4.259 2.531 2.227
H 3.319 0.090 -2.531
H -2.779 4.891 -4.347
H -2.357 -0.973 4.035
H -3.688 5.624 -2.178
H 3.206 4.752 1.925
H 3.510 -4.010 4.225
H 0.978 -2.987 -0.958
H -1.784 3.199 -5.753
H 0.051 -2.349 -3.076
H -0.847 0.928 -6.016
H -0.843 2.447 7.255
H 3.377 -4.915 1.985
H 1.752 -4.370 -5.609
H -3.565 -0.675 6.171
H -2.812 1.047 7.787
*
```

Properties
Frontier orbital gap in Ha: 0.223
Maximum force in Eh/bohr: 0.00674
LUMO in eV: 2.6
Energy above the lowest of the compared OMol25 structures with the same formula, charge and spin in kcal/mol: 36.46

Atomic partial charges in e from the Mulliken method, atoms 1 to 5: number 1, Tl, carries 0.759; number 2, I, carries 0.159; number 3, P, carries 0.095; number 4, N, carries 0.342; number 5, N, carries -0.482

***

Entry 2:
This record from the OMol25 dataset describes C36H28BaCl5N9O2S5 as an isolated structure at a distorted geometry. The level of theory is ωB97M-V/def2-TZVPD.

Structure (ORCA input):
```
! wB97M-V def2-TZVPD RIJCOSX def2/J DEFGRID3
* xyz -2 1
Ba 0.116 -0.010 -0.389
Cl 1.270 3.717 0.771
Cl -2.561 1.471 -2.298
Cl -1.774 6.848 -2.454
Cl 0.529 6.560 -0.360
Cl -3.334 4.314 -3.423
S 1.406 0.094 3.026
S -0.329 0.783 5.373
S -1.487 -2.098 3.353
S -2.472 -4.577 2.013
S -0.644 1.479 8.224
O -0.945 -1.606 -1.696
O -2.272 -5.588 -1.457
N 1.701 1.072 6.781
N 3.773 -3.148 1.237
N 5.340 -3.493 2.856
N -2.022 1.066 1.636
N -1.389 -2.483 0.725
N -1.584 -3.356 -0.343
N 3.431 -2.323 3.423
N 2.203 0.746 5.519
N 1.742 -2.033 0.364
C 4.133 -2.965 2.476
C -2.045 4.154 -2.268
C -0.326 5.150 -0.903
C 2.427 1.522 9.105
C -1.194 -3.948 -5.102
C -1.670 2.921 -1.743
C -1.734 -2.978 1.838
C 1.296 0.411 -5.418
C -1.450 -3.694 -2.704
C 4.873 1.059 -3.270
C -1.923 -5.015 -2.622
C -1.087 -3.188 -3.950
C 2.507 0.629 -6.116
C -0.666 2.729 -0.831
C 2.681 -2.532 0.815
C 3.665 0.836 -5.423
C 1.241 0.560 4.662
C 4.784 1.748 9.594
C -1.679 -5.249 -5.010
C 2.476 0.612 -3.282
C -2.039 -5.778 -3.785
C -2.566 -4.508 3.820
C -2.744 -3.055 4.226
C 3.681 0.836 -4.004
C 1.293 0.405 -4.050
C -1.308 -2.801 -1.512
C -1.354 5.283 -1.837
C 2.401 0.587 -1.844
C 4.830 1.052 -1.904
C 2.715 1.304 7.760
C 4.048 1.309 7.339
C 5.064 1.530 8.252
C 3.462 1.741 10.005
C 3.614 0.816 -1.216
C -0.021 3.878 -0.431
C 0.356 1.135 6.918
H 1.405 1.522 9.442
H -1.654 -4.914 4.259
H 0.358 0.239 -3.522
H 6.088 1.536 7.900
H 3.214 1.910 11.046
H 2.599 -1.772 3.183
H -3.743 -2.703 3.964
H -2.954 0.810 1.934
H -2.410 -6.792 -3.693
H 5.802 1.237 -3.805
H -0.710 -2.175 -3.985
H -2.075 -4.911 -0.748
H 5.460 -3.742 3.821
H -3.415 -5.118 4.133
H 5.583 1.923 10.303
H 3.666 0.828 -0.126
H 4.268 1.149 6.296
H -2.582 -2.909 5.295
H 5.744 1.230 -1.342
H 5.746 -4.112 2.175
H 4.597 1.008 -5.956
H -0.898 -3.533 -6.057
H -2.006 2.044 1.369
H -1.395 0.943 2.426
H -1.772 -5.859 -5.901
H 3.910 -2.012 4.250
H 0.375 0.254 -5.967
H 2.513 0.634 -7.201
*
```

Properties
Frontier orbital gap in Ha: 0.213
Maximum force in Eh/bohr: 0.03971
LUMO in eV: 3.5
Energy above the lowest of the compared OMol25 structures with the same formula, charge and spin in kcal/mol: 12.18

Atomic partial charges in e from the Mulliken method, atoms 1 to 5: number 1, Ba, carries 1.916; number 2, Cl, carries -0.217; number 3, Cl, carries -0.186; number 4, Cl, carries -0.238; number 5, Cl, carries -0.222

***

Entry 3:
This record from the OMol25 dataset describes C36H28BrIrO5P2SSe as an isolated structure at a distorted geometry. The level of theory is ωB97M-V/def2-TZVPD.

Structure (ORCA input):
```
! wB97M-V def2-TZVPD RIJCOSX def2/J DEFGRID3
* xyz 1 6
Ir -0.661 -0.622 0.838
Br -2.381 -1.142 2.569
Se -0.979 -4.098 -3.020
S 1.837 0.591 0.383
P 2.040 -2.667 0.061
P -1.336 1.486 0.283
O -1.058 -1.982 -0.721
O 3.223 0.713 0.880
O -1.826 -2.657 -2.815
O 0.246 -3.850 -4.022
O -0.008 -3.944 -1.370
C 3.938 -1.468 3.452
C -4.246 0.777 -3.170
C 2.134 -2.156 -2.594
C 1.331 2.249 -0.070
C -2.140 3.220 3.856
C -3.169 4.105 3.560
C 4.565 -2.200 0.841
C 2.364 3.158 -0.260
C 5.258 -1.465 3.014
C -0.286 3.904 -0.664
C -2.135 2.474 1.568
C 1.910 0.603 -2.414
C -2.968 1.235 -3.450
C -1.808 -4.014 0.238
C -3.775 0.866 -0.815
C 2.058 4.443 -0.679
C 0.453 -3.065 0.753
C -0.799 -4.385 2.382
C 3.235 -2.210 1.279
C 0.369 -3.693 1.969
C 0.736 4.809 -0.898
C -1.627 2.402 2.863
C -3.682 4.174 2.273
C -1.868 -4.532 1.502
C 2.124 -1.386 -3.750
C -4.650 0.594 -1.852
C 0.000 2.608 -0.241
C 1.902 -0.155 -1.257
C 2.923 -1.841 2.593
C 2.015 -1.554 -1.348
C -2.492 1.343 -1.095
C -2.088 1.518 -2.415
C 5.571 -1.826 1.710
C 2.018 -0.015 -3.657
C -3.165 3.362 1.273
C -0.614 -3.283 -0.299
H -1.746 3.160 4.861
H 6.598 -1.813 1.374
H 2.176 -1.877 -4.711
H -5.645 0.229 -1.634
H 2.854 5.159 -0.835
H 1.895 -1.781 2.923
H -0.838 -4.806 3.376
H 6.047 -1.167 3.692
H 1.220 -3.695 2.639
H -2.649 -4.088 -0.442
H 0.500 5.812 -1.230
H 2.009 0.592 -4.553
H 2.191 -3.231 -2.674
H -1.318 4.207 -0.791
H -2.652 1.368 -4.475
H 3.384 2.846 -0.082
H -2.758 -5.056 1.823
H 3.700 -1.160 4.461
H -4.079 0.699 0.212
H -3.573 3.415 0.272
H -3.576 4.737 4.337
H -1.089 1.871 -2.639
H -4.928 0.555 -3.979
H 4.804 -2.479 -0.179
H -0.838 1.696 3.098
H 1.825 1.679 -2.361
H -1.521 -2.153 -1.792
H -4.488 4.858 2.046
*
```

Properties
Frontier orbital gap (alpha / beta) in Ha: 0.255 / 0.202
Maximum force in Eh/bohr: 0.02056
LUMO (alpha / beta) in eV: -2.9 / -5.9
Expectation value of S²: 8.7880
Energy above the lowest of the compared OMol25 structures with the same formula, charge and spin in kcal/mol: 8.06

Atomic partial charges in e from the Mulliken method, atoms 1 to 5: number 1, Ir, carries 2.415; number 2, Br, carries -0.545; number 3, Se, carries 0.765; number 4, S, carries 1.066; number 5, P, carries -0.011

***

Entry 4:
This record from the OMol25 dataset describes C36H28F5N2O5PtS5 as an isolated structure at a distorted geometry. The level of theory is ωB97M-V/def2-TZVPD.

Structure (ORCA input):
```
! wB97M-V def2-TZVPD RIJCOSX def2/J DEFGRID3
* xyz -1 1
Pt -0.643 -0.757 0.262
S -0.696 -1.967 2.124
S -1.012 1.295 -2.187
S 0.481 2.634 -0.017
S -2.742 -0.086 0.704
S 2.200 -0.976 -1.150
F 3.111 1.462 1.157
F 3.507 1.381 -2.981
F 5.549 2.364 -0.053
F 4.953 4.512 -1.904
F 1.803 4.504 -2.207
O 1.324 -1.495 0.006
O -0.195 0.146 -1.648
O -0.660 1.620 -3.527
O -2.410 1.121 -1.899
O -0.542 2.623 -1.327
N -4.228 -0.327 2.895
N -2.558 -2.327 4.001
C -5.456 -0.050 2.156
C 4.097 3.415 -1.757
C -3.934 -2.174 4.451
C -1.783 -1.617 7.332
C -8.289 -2.574 2.449
C 2.057 2.690 -0.672
C 3.798 -3.106 -0.385
C 3.737 -1.798 -0.848
C -6.299 -1.291 1.965
C 0.924 -3.172 -4.895
C 4.876 -1.041 -1.069
C 2.572 3.397 -1.891
C -0.879 -0.259 5.572
C -1.391 -1.482 6.007
C 6.118 -1.621 -0.833
C 6.196 -2.925 -0.376
C -1.559 -2.621 5.026
C 4.329 2.692 -0.499
C -3.086 -0.734 2.245
C -7.794 -3.635 1.708
C -6.556 -3.522 1.085
C 0.402 -3.566 -3.671
C -1.677 -0.549 8.215
C 3.446 2.814 -2.914
C 1.823 -2.115 -4.966
C -2.204 -1.646 2.860
C 2.211 -1.451 -3.813
C 0.784 -2.914 -2.506
C -0.775 0.807 6.450
C 5.039 -3.668 -0.149
C -7.541 -1.409 2.576
C -4.371 -0.731 4.284
C 3.168 2.262 0.073
C -5.814 -2.359 1.209
C 1.692 -1.876 -2.600
C -1.177 0.666 7.774
H 0.615 -3.678 -5.800
H 2.207 -1.791 -5.925
H -4.855 -2.269 0.712
H -3.745 -0.091 4.914
H -1.986 -0.668 9.246
H -0.317 -4.374 -3.620
H -7.928 -0.578 3.156
H -4.585 -2.824 3.859
H 4.784 -0.020 -1.421
H -8.369 -4.547 1.613
H -0.615 -2.842 4.532
H 7.018 -1.042 -0.995
H -2.175 -2.567 7.678
H 2.876 -0.595 -3.855
H -6.169 -4.343 0.495
H 7.164 -3.371 -0.184
H 2.884 -3.657 -0.200
H -1.870 -3.526 5.553
H -6.022 0.700 2.711
H 0.370 -3.186 -1.544
H -5.410 -0.597 4.585
H -1.096 1.501 8.457
H -0.558 -0.146 4.543
H -5.192 0.391 1.196
H -9.255 -2.649 2.931
H 5.112 -4.685 0.215
H -3.996 -2.482 5.495
H -0.376 1.751 6.101
*
```

Properties
Frontier orbital gap (alpha / beta) in Ha: 0.107 / 0.071
Maximum force in Eh/bohr: 0.06838
LUMO (alpha / beta) in eV: -0.3 / -0.8
Energy above the lowest of the compared OMol25 structures with the same formula, charge and spin in kcal/mol: 110.73

Atomic partial charges in e from the Mulliken method, atoms 1 to 5: number 1, Pt, carries 0.911; number 2, S, carries -0.486; number 3, S, carries 0.941; number 4, S, carries 0.255; number 5, S, carries -0.257

***

Entry 5:
This record from the OMol25 dataset describes C36H28F6OP3RhS as an isolated structure. The level of theory is ωB97M-V/def2-TZVPD.

Structure (ORCA input):
```
! wB97M-V def2-TZVPD RIJCOSX def2/J DEFGRID3
* xyz 3 2
Rh -0.608 -0.137 -0.815
S -0.586 2.056 -0.589
P -1.820 -0.118 1.105
P -0.208 -3.350 -1.298
P 1.649 0.218 -0.848
F -1.412 -2.299 -1.705
F 0.834 -2.248 -2.006
F -1.230 -4.232 -0.489
F 1.057 -4.169 -0.791
F -0.346 -4.131 -2.633
F -0.030 -2.354 0.081
O -0.650 2.812 -1.823
C -1.232 -2.304 2.702
C -1.323 -0.907 2.595
C 0.985 3.606 1.151
C -1.004 -0.081 3.684
C -0.616 -0.660 4.879
C 1.856 0.836 -2.516
C 4.901 -2.273 -1.261
C -4.354 -2.656 -0.793
C 2.612 2.000 -2.703
C -3.858 3.198 2.301
C 4.698 -3.306 -0.336
C 2.176 3.849 1.834
C -3.511 -2.148 0.169
C 2.697 -2.136 0.392
C 0.890 2.466 0.380
C 2.869 -1.114 -0.577
C -0.551 -2.043 4.993
C 3.608 -3.242 0.488
C 3.962 -1.178 -1.393
C -3.355 4.166 1.435
C -3.333 -0.077 -1.125
C -2.992 -0.853 0.011
C -1.856 2.560 0.537
C 1.306 0.801 -4.856
C 1.196 0.233 -3.596
C -3.373 1.893 2.273
C 3.240 2.964 1.743
C -2.348 3.850 0.527
C -4.147 -0.630 -2.103
C 2.075 1.942 -5.045
C 2.732 2.536 -3.975
C 3.140 1.819 0.957
C 1.963 1.574 0.267
C -2.357 1.573 1.384
C -0.853 -2.862 3.908
C -4.654 -1.907 -1.935
H 1.853 -2.098 1.066
H -3.273 -2.736 1.042
H 2.263 4.733 2.451
H 4.154 3.166 2.287
H 5.772 -2.295 -1.904
H -0.267 -2.489 5.937
H 0.159 4.297 1.249
H 5.404 -4.123 -0.285
H -5.312 -2.325 -2.686
H 0.796 0.345 -5.694
H -4.418 -0.046 -2.973
H -1.077 0.996 3.607
H 0.628 -0.677 -3.475
H 2.160 2.375 -6.032
H -1.981 4.580 -0.184
H 3.330 3.425 -4.127
H -3.802 1.140 2.922
H -0.381 -0.032 5.728
H -1.439 -2.948 1.861
H -3.026 0.957 -1.226
H 3.094 2.494 -1.868
H -0.801 -3.938 4.008
H 3.413 -4.012 1.223
H 4.133 -0.447 -2.175
H 3.976 1.135 0.883
H -4.784 -3.640 -0.667
H -3.759 5.169 1.456
H -4.653 3.456 2.988
*
```

Properties
Frontier orbital gap (alpha / beta) in Ha: 0.253 / 0.169
Maximum force in Eh/bohr: 0.01480
LUMO (alpha / beta) in eV: -10.2 / -12.5
Expectation value of S²: 0.7698

Atomic partial charges in e from the Mulliken method, atoms 1 to 5: number 1, Rh, carries 0.013; number 2, S, carries 1.430; number 3, P, carries 2.215; number 4, P, carries 1.439; number 5, P, carries 2.162

***

Entry 6:
This record from the OMol25 dataset describes C36H28NO6P2S2TeZr as an isolated structure. The level of theory is ωB97M-V/def2-TZVPD.

Structure (ORCA input):
```
! wB97M-V def2-TZVPD RIJCOSX def2/J DEFGRID3
* xyz 1 1
Te -3.220 2.309 -0.719
Zr 0.735 -0.930 0.184
S 2.788 -1.784 -1.498
S 1.714 -2.582 2.276
P -1.606 -0.695 -0.861
P 0.128 1.408 -0.726
O 3.286 -1.619 -2.812
O 1.008 -3.181 1.111
O 1.148 -1.165 2.315
O 3.175 -2.132 1.554
O 1.345 -2.228 -1.413
O 2.729 -0.556 -0.634
N -2.132 4.413 3.577
C 0.649 1.814 3.331
C 1.456 4.959 -2.225
C -2.845 3.275 1.128
C -2.544 -1.374 -2.232
C 2.248 1.788 1.052
C -4.607 -2.154 -3.185
C 0.655 2.730 -1.821
C 1.329 4.753 -3.591
C 4.497 -3.852 -1.425
C -2.620 -1.530 3.014
C 3.766 -2.968 -0.640
C 0.526 2.526 -3.193
C -3.980 -2.290 -4.416
C 0.061 1.728 2.080
C 2.829 1.861 2.307
C -1.615 4.854 2.434
C 2.030 1.875 3.445
C 1.119 3.950 -1.336
C -2.551 -2.915 3.041
C -1.558 1.030 -0.684
C 0.848 1.732 0.921
C -3.892 -1.698 -2.088
C 5.332 -4.913 0.556
C 0.863 3.537 -4.076
C -3.424 2.838 2.313
C -2.145 -1.553 0.647
C -2.418 -0.850 1.822
C -3.032 3.436 3.505
C 3.833 -3.051 0.756
C -2.075 -2.953 0.686
C 5.273 -4.830 -0.827
C -1.939 4.326 1.190
C -2.635 -1.974 -4.559
C -1.915 -1.516 -3.468
C -2.285 -3.627 1.876
C 4.622 -4.020 1.346
H 1.814 5.909 -1.851
H -3.462 3.109 4.446
H -2.838 -0.978 3.919
H -5.655 -2.402 -3.079
H -4.161 2.045 2.319
H 1.592 5.542 -4.282
H -2.228 -4.707 1.900
H 3.906 1.907 2.398
H -1.852 -3.510 -0.218
H 0.025 1.841 4.215
H -1.015 1.691 1.988
H 0.765 3.379 -5.142
H -4.541 -2.649 -5.268
H 0.157 1.578 -3.568
H 4.454 -3.759 -2.502
H -2.709 -3.445 3.971
H 2.489 1.935 4.423
H 5.838 -5.517 -1.441
H -2.491 0.228 1.787
H 4.685 -4.055 2.426
H -0.861 -1.279 -3.570
H 1.213 4.114 -0.269
H -1.476 4.720 0.294
H 2.874 1.786 0.169
H 5.946 -5.668 1.028
H -2.148 -2.091 -5.518
H -0.898 5.664 2.513
H -4.379 -1.591 -1.126
*
```

Properties
Frontier orbital gap in Ha: 0.242
Maximum force in Eh/bohr: 0.00961
LUMO in eV: -3.7
Energy above the lowest of the compared OMol25 structures with the same formula, charge and spin in kcal/mol: 49.45

Atomic partial charges in e from the Mulliken method, atoms 1 to 5: number 1, Te, carries 0.222; number 2, Zr, carries 0.323; number 3, S, carries 1.685; number 4, S, carries 0.055; number 5, P, carries 2.058